The following is a DFT calculation (ωB97M-V with the def2-TZVPD basis set) of a cluster of 2 separate species, CHClN2O2S in total at a distorted geometry.

Geometry as XYZ:
```
8
Properties=species:S:1:pos:R:3:mulliken_spin:R:1
Cl -0.21 -1.38 2.13 0.025
S 0.63 -0.31 -0.48 0.371
O 0.52 -1.66 -0.93 0.210
O 1.68 0.55 -0.95 0.193
N -2.57 1.50 -1.42 0.106
N 0.76 -0.29 1.23 0.267
C -1.58 0.97 -1.22 0.845
H 0.76 0.63 1.64 -0.018
```

Properties
<S²> = 2.02
HOMO energy (spin up / spin down) = -9.63 / -11.04 eV
Charge = 0
2S+1 = 3
Orbital gap (spin up / spin down) = 9.467 / 5.718 eV
Energy relative to the best compared isomer or geometry (same formula, charge and spin) = 102.0 kJ/mol
LUMO (spin up / spin down) = -0.162 / -5.323 eV